132
Properties=species:S:1:pos:R:3:lowdin_charge:R:1 method="wB97M-V/def2-TZVPD" energy_ha=-5308.1483 homo_lumo_gap_ev=8.28 lumo_energy_ha=0.0039 fmax_ev_per_a=3.25
F 1.904 -4.190 -1.537 0.068
C 2.355 -3.474 -2.548 -0.294
C 1.699 -2.306 -2.886 -0.022
C 2.207 -1.525 -3.901 -0.079
C 3.402 -1.959 -4.549 -0.093
C 4.009 -3.160 -4.200 -0.091
C 3.572 -3.889 -3.100 0.001
H 0.786 -2.042 -2.377 0.098
H 1.762 -0.573 -4.168 0.100
H 3.806 -1.315 -5.322 0.098
H 4.938 -3.436 -4.699 0.107
H 4.161 -4.705 -2.677 0.123
F -7.196 1.790 -0.719 0.066
C -5.872 1.936 -0.612 -0.291
C -5.171 0.870 -0.113 -0.006
C -3.766 0.920 -0.077 -0.050
C -3.135 2.146 -0.444 -0.100
C -3.873 3.163 -0.988 -0.111
C -5.249 3.081 -1.093 -0.004
H -5.715 -0.045 0.116 0.117
H -3.213 0.029 0.242 0.095
H -2.057 2.275 -0.376 0.082
H -3.442 4.080 -1.370 0.105
H -5.699 3.938 -1.576 0.117
F -3.092 1.028 -4.609 0.036
C -3.035 -0.265 -4.161 -0.254
C -3.340 -1.317 -4.999 -0.034
C -3.259 -2.603 -4.554 -0.088
C -2.825 -2.804 -3.243 -0.081
C -2.460 -1.729 -2.426 -0.074
C -2.562 -0.444 -2.889 -0.025
H -3.552 -1.087 -6.031 0.118
H -3.543 -3.466 -5.175 0.115
H -2.648 -3.827 -2.930 0.098
H -2.154 -1.881 -1.397 0.080
H -2.199 0.430 -2.363 0.092
F -0.195 2.058 -2.661 0.060
C -0.287 3.225 -3.293 -0.303
C -1.530 3.646 -3.724 -0.019
C -1.674 4.857 -4.430 -0.061
C -0.523 5.613 -4.691 -0.091
C 0.740 5.108 -4.334 -0.055
C 0.854 3.955 -3.524 -0.025
H -2.384 3.025 -3.493 0.090
H -2.650 5.211 -4.761 0.105
H -0.599 6.571 -5.184 0.094
H 1.640 5.656 -4.597 0.106
H 1.805 3.643 -3.131 0.057
F -3.389 -0.967 3.191 0.087
C -4.151 -1.820 2.558 -0.298
C -3.514 -2.719 1.708 -0.019
C -4.299 -3.657 1.077 -0.072
C -5.703 -3.701 1.246 -0.094
C -6.364 -2.726 1.946 -0.102
C -5.568 -1.814 2.608 -0.029
H -2.458 -2.714 1.474 0.080
H -3.861 -4.477 0.522 0.094
H -6.262 -4.501 0.759 0.103
H -7.440 -2.653 2.070 0.112
H -6.093 -1.087 3.206 0.109
F 0.264 3.133 0.473 0.073
C -0.003 4.409 0.369 -0.319
C 0.856 5.166 -0.400 -0.024
C 0.581 6.501 -0.537 -0.062
C -0.559 7.089 0.111 -0.072
C -1.440 6.281 0.838 -0.090
C -1.151 4.928 0.958 -0.031
H 1.712 4.701 -0.874 0.106
H 1.244 7.123 -1.137 0.109
H -0.763 8.138 -0.112 0.097
H -2.319 6.640 1.363 0.104
H -1.867 4.362 1.532 0.110
C 3.493 1.631 -3.088 -0.300
S 4.732 2.858 -2.793 0.825
O 3.996 4.095 -2.425 -0.558
C 5.350 2.131 -1.289 -0.264
H 2.764 1.631 -2.256 0.059
H 3.900 0.615 -3.147 0.051
H 2.929 1.810 -4.003 0.055
H 6.102 1.368 -1.497 0.064
H 4.535 1.622 -0.774 0.034
H 5.758 2.915 -0.650 0.062
C 0.311 -7.624 -0.425 -0.278
S -0.036 -7.066 1.218 0.839
O 1.290 -6.902 1.929 -0.574
C -0.559 -5.455 0.802 -0.306
H -0.624 -7.967 -0.891 0.057
H 0.923 -8.531 -0.354 0.058
H 0.830 -6.948 -1.101 0.054
H -0.835 -4.943 1.731 0.046
H -1.505 -5.533 0.238 0.060
H 0.168 -4.854 0.252 0.039
C -0.221 -0.689 2.376 -0.266
S 0.590 -1.407 0.992 0.846
O -0.460 -2.338 0.352 -0.574
C 0.619 0.002 -0.044 -0.266
H -0.369 -1.519 3.070 0.059
H -1.208 -0.282 2.133 0.057
H 0.472 0.026 2.827 0.028
H 1.130 -0.341 -0.940 0.031
H 1.232 0.762 0.452 0.041
H -0.387 0.357 -0.287 0.057
C 4.364 0.218 4.111 -0.273
S 5.049 1.113 2.756 0.800
O 5.292 0.120 1.664 -0.548
C 3.646 2.024 2.321 -0.292
H 3.943 0.862 4.890 0.043
H 5.070 -0.437 4.600 0.058
H 3.575 -0.441 3.743 0.054
H 3.809 2.707 1.498 0.048
H 3.352 2.621 3.196 0.049
H 2.807 1.367 2.096 0.043
C 3.453 -4.540 1.942 -0.269
S 3.233 -5.261 3.587 0.856
O 4.335 -4.597 4.455 -0.596
C 1.763 -4.317 3.969 -0.279
H 4.397 -4.940 1.566 0.050
H 3.496 -3.459 1.869 0.047
H 2.638 -4.880 1.275 0.030
H 1.907 -3.232 3.897 0.052
H 1.483 -4.564 4.993 0.050
H 0.948 -4.637 3.314 0.023
C 0.275 1.535 7.163 -0.305
S 0.407 1.851 5.483 0.823
O 1.374 0.823 4.900 -0.560
C 1.283 3.371 5.560 -0.269
H -0.334 2.327 7.613 0.065
H 1.237 1.497 7.683 0.073
H -0.248 0.602 7.373 0.064
H 0.653 4.121 6.049 0.065
H 1.477 3.672 4.534 0.047
H 2.203 3.202 6.114 0.064

---

5
Properties=species:S:1:pos:R:3:lowdin_charge:R:1 method="wB97M-V/def2-TZVPD" e_above_lowest_ev=4.554 energy_ha=-840.4510 homo_lumo_gap_ev="9.07 / 6.00" lumo_energy_ha="-0.0419 / -0.0991" fmax_ev_per_a=1.68
F 3.094 0.385 0.123 -0.718
P 0.378 -0.270 0.047 0.554
S 4.484 -0.377 -0.335 0.629
H 1.391 -0.687 -0.863 -0.256
H 0.927 -1.012 1.202 -0.209

---

19
Properties=species:S:1:pos:R:3:lowdin_charge:R:1 method="wB97M-V/def2-TZVPD" e_above_lowest_ev=5.801 energy_ha=-490.3600 homo_lumo_gap_ev="6.19 / 6.97" lumo_energy_ha="-0.0348 / -0.0147" fmax_ev_per_a=4.24
C 1.480 -1.371 -0.290 -0.124
C 0.115 -1.608 -2.078 -0.206
C 0.789 -0.251 0.323 -0.276
C -0.219 0.129 -0.677 -0.207
C -2.396 1.622 -1.133 -0.046
C -1.578 2.420 -0.237 -0.003
C 1.451 -0.423 2.594 -0.154
N 1.210 -2.002 -1.344 0.070
N -0.585 -0.583 -1.734 0.105
N 0.988 0.320 1.445 0.015
N -1.013 1.283 -0.578 0.048
H 2.434 -1.751 0.216 0.138
H -0.041 -1.988 -3.076 0.101
H -3.134 1.022 -0.631 0.097
H -2.434 1.774 -2.229 0.111
H -1.794 3.266 0.490 0.140
H 2.448 -0.217 3.040 0.081
H 0.773 -0.190 3.429 0.075
H 1.505 -1.454 2.469 0.036

---

13
Properties=species:S:1:pos:R:3:lowdin_charge:R:1 method="wB97M-V/def2-TZVPD" e_above_lowest_ev=0.174 energy_ha=-213.7562 total_charge=+2 homo_lumo_gap_ev="14.21 / 7.26" lumo_energy_ha="-0.2664 / -0.5168" fmax_ev_per_a=4.29 multiplicity=2
Cs 12.749 17.612 10.242 1.111
C 13.902 14.765 6.030 0.059
C 14.121 15.812 7.132 -0.414
C 15.048 16.942 6.755 0.064
O 12.983 16.458 7.489 0.088
H 14.678 14.039 5.791 0.131
H 13.638 15.229 5.080 0.119
H 13.122 14.080 6.363 0.120
H 14.470 15.344 8.053 0.168
H 16.034 16.597 6.443 0.149
H 15.237 17.705 7.510 0.112
H 14.610 17.402 5.869 0.124
H 12.676 16.830 6.659 0.169

---

100
Properties=species:S:1:pos:R:3:lowdin_charge:R:1 method="wB97M-V/def2-TZVPD" e_above_lowest_ev=8.010 energy_ha=-4416.9346 homo_lumo_gap_ev=10.62 smiles="O=C1OC[C@@H](F)O1.O=C1OC[C@@H](F)O1.O=C1OC[C@@H](F)O1.O=C1OC[C@@H](F)O1.O=C1OC[C@@H](F)O1.O=C1OC[C@@H](F)O1.O=C1OC[C@@H](F)O1.O=C1OC[C@@H](F)O1.O=C1OC[C@@H](F)O1.O=C1OC[C@@H](F)O1" lumo_energy_ha=-0.0080 fmax_ev_per_a=6.79
O -3.235 7.813 2.354 0.118
C -3.205 9.048 2.242 -0.552
O -2.818 9.697 1.215 0.126
C -2.755 11.140 1.472 -0.021
C -3.271 11.315 2.790 -0.397
F -4.442 11.902 2.876 0.117
O -3.456 9.973 3.225 0.127
H -1.780 11.621 1.548 0.152
H -3.488 11.668 0.862 0.157
H -2.609 11.818 3.494 0.172
O -1.375 -4.302 -9.702 0.174
C -1.408 -3.794 -8.613 -0.529
O -1.473 -2.450 -8.469 0.079
C -1.313 -2.057 -7.132 -0.084
C -1.487 -3.303 -6.385 -0.349
F -2.624 -3.372 -5.679 0.088
O -1.406 -4.285 -7.374 0.160
H -0.314 -1.665 -6.941 0.141
H -1.975 -1.241 -6.844 0.149
H -0.735 -3.506 -5.623 0.171
O -0.986 -9.112 -2.483 0.139
C -0.480 -8.893 -1.388 -0.446
O -1.167 -8.116 -0.441 0.054
C -0.351 -7.964 0.700 -0.095
C 0.785 -8.869 0.484 -0.342
F 0.686 -9.949 1.275 0.081
O 0.717 -9.302 -0.864 0.147
H -0.072 -6.913 0.785 0.144
H -0.904 -8.281 1.584 0.148
H 1.699 -8.348 0.768 0.171
O -3.497 -3.629 4.715 0.103
C -3.082 -2.745 5.504 -0.587
O -2.029 -2.719 6.233 0.111
C -2.117 -1.565 7.152 0.023
C -2.955 -0.686 6.245 -0.410
F -2.221 -0.074 5.381 0.141
O -3.772 -1.619 5.629 0.149
H -2.697 -1.933 7.998 0.148
H -1.183 -1.030 7.321 0.149
H -3.496 0.058 6.830 0.174
O -9.325 3.827 -5.429 0.110
C -9.065 2.657 -5.072 -0.573
O -9.892 1.679 -5.249 0.128
C -9.315 0.495 -4.654 -0.047
C -7.931 0.880 -4.429 -0.387
F -7.347 0.230 -5.399 0.117
O -7.891 2.234 -4.658 0.183
H -9.856 0.322 -3.723 0.138
H -9.531 -0.464 -5.125 0.152
H -7.530 0.621 -3.449 0.179
O 4.899 -6.206 4.842 0.111
C 5.796 -6.745 5.518 -0.519
O 6.124 -8.029 5.515 0.081
C 7.250 -8.298 6.441 -0.010
C 7.603 -6.879 6.910 -0.235
F 8.799 -6.564 6.260 0.027
O 6.615 -5.990 6.323 0.115
H 6.884 -8.880 7.286 0.128
H 8.074 -8.883 6.033 0.139
H 7.663 -6.801 7.996 0.163
O -0.320 9.711 -6.893 0.108
C -0.750 8.720 -6.239 -0.502
O -1.422 8.768 -5.071 0.053
C -2.063 7.508 -4.882 -0.054
C -1.074 6.619 -5.499 -0.325
F -1.731 5.515 -5.940 0.076
O -0.606 7.438 -6.530 0.154
H -2.126 7.375 -3.802 0.150
H -2.986 7.689 -5.434 0.160
H -0.273 6.262 -4.852 0.179
O 1.918 -1.715 0.042 0.116
C 0.946 -0.950 0.200 -0.507
O 0.886 0.188 0.927 0.064
C -0.254 0.934 0.505 -0.042
C -1.134 -0.166 -0.087 -0.376
F -1.601 0.357 -1.147 0.133
O -0.253 -1.244 -0.316 0.157
H -0.617 1.668 1.224 0.140
H 0.216 1.623 -0.197 0.139
H -2.004 -0.426 0.517 0.176
O 3.562 2.615 7.157 0.123
C 2.833 3.596 6.902 -0.546
O 2.785 4.386 5.893 0.107
C 1.871 5.460 5.997 -0.010
C 1.097 4.926 7.173 -0.422
F -0.093 4.589 6.752 0.110
O 1.772 3.871 7.665 0.169
H 2.427 6.350 6.293 0.146
H 1.247 5.501 5.105 0.152
H 0.922 5.664 7.955 0.170
O 9.407 -4.493 -6.700 0.100
C 9.131 -4.053 -5.549 -0.558
O 8.205 -3.173 -5.296 0.083
C 7.948 -3.048 -3.905 -0.024
C 9.180 -3.696 -3.337 -0.318
F 8.807 -4.692 -2.504 0.082
O 9.683 -4.376 -4.418 0.162
H 7.645 -2.037 -3.633 0.147
H 7.125 -3.757 -3.816 0.149
H 9.960 -3.045 -2.943 0.177

---

68
Properties=species:S:1:pos:R:3:lowdin_charge:R:1 method="wB97M-V/def2-TZVPD" e_above_lowest_ev=0.070 energy_ha=-2276.7628 total_charge=+4 homo_lumo_gap_ev="6.70 / 5.74" lumo_energy_ha="-0.4775 / -0.5024" fmax_ev_per_a=0.30
Sn 0.852 0.017 0.010 1.428
C -1.007 2.467 0.419 -0.142
C 0.306 3.061 -0.072 -0.141
N 1.046 2.133 -0.974 -0.131
C 0.548 2.087 -2.371 -0.087
C -0.524 1.035 -2.557 -0.230
C -1.430 1.075 -3.599 0.048
C -2.360 0.048 -3.713 0.049
C -2.368 -0.987 -2.782 0.048
C -1.436 -0.970 -1.765 -0.232
C -1.329 -2.075 -0.740 -0.082
N -0.644 -1.637 0.504 -0.130
C -1.541 -1.107 1.570 -0.138
C -1.955 0.329 1.288 -0.142
N -0.758 1.188 1.126 -0.148
N -0.540 0.028 -1.672 0.021
H -1.694 2.271 -0.405 0.130
H -1.495 3.183 1.082 0.156
H 0.957 3.265 0.780 0.126
H 0.117 4.006 -0.585 0.149
H 2.018 2.432 -0.986 0.142
H 1.390 1.859 -3.027 0.149
H 0.164 3.065 -2.669 0.152
H -1.416 1.894 -4.306 0.148
H -3.084 0.059 -4.518 0.147
H -3.092 -1.788 -2.848 0.148
H -0.746 -2.893 -1.167 0.150
H -2.319 -2.471 -0.505 0.153
H -0.139 -2.436 0.880 0.145
H -0.991 -1.167 2.511 0.139
H -2.427 -1.737 1.663 0.149
H -2.587 0.690 2.101 0.155
H -2.543 0.393 0.371 0.131
H -0.321 1.386 2.035 0.088
O 2.018 -1.442 -1.049 -0.700
S 2.967 -1.269 -2.308 1.052
C 2.401 -2.526 -3.486 -0.289
C 3.168 -3.803 -3.163 -0.198
C 4.590 -3.343 -2.852 -0.194
C 4.464 -2.200 -1.846 -0.269
H 2.672 -2.124 -4.467 0.116
H 1.315 -2.575 -3.417 0.096
H 3.133 -4.485 -4.011 0.140
H 2.725 -4.312 -2.306 0.126
H 5.088 -2.997 -3.759 0.133
H 5.203 -4.137 -2.427 0.140
H 5.305 -1.510 -1.818 0.107
H 4.243 -2.557 -0.838 0.108
C 0.991 2.058 9.875 0.025
C 1.244 2.155 8.438 -0.130
C 0.759 1.155 7.527 0.063
C 1.002 1.252 6.187 -0.012
C 1.768 2.334 5.712 -0.313
C 2.239 3.355 6.579 -0.023
C 1.990 3.263 7.913 0.056
S 2.147 2.536 3.985 0.987
C 3.876 2.040 4.104 -0.179
O 1.443 1.493 3.158 -0.572
H 0.387 1.202 10.158 0.108
H 0.529 2.988 10.237 0.140
H 1.953 2.026 10.410 0.144
H 0.206 0.318 7.932 0.145
H 0.649 0.500 5.494 0.120
H 2.786 4.201 6.179 0.138
H 2.345 4.025 8.596 0.154
H 3.930 1.009 4.448 0.083
H 4.395 2.715 4.784 0.079
H 4.287 2.149 3.102 0.068

---

58
Properties=species:S:1:pos:R:3:lowdin_charge:R:1 method="wB97M-V/def2-TZVPD" e_above_lowest_ev=12.085 energy_ha=-3131.1388 total_charge=+2 homo_lumo_gap_ev=2.39 lumo_energy_ha=-0.4207 fmax_ev_per_a=3.60
Zn 24.543 8.874 5.223 1.033
O 26.130 10.442 0.856 0.022
C 26.426 10.995 -0.217 -0.541
N 26.636 10.222 -1.281 0.171
C 26.719 12.519 -0.289 0.016
H 27.060 10.632 -2.101 0.119
H 26.545 9.216 -1.271 0.124
H 26.528 12.941 0.698 0.078
H 26.024 13.032 -0.954 0.085
H 27.761 12.662 -0.576 0.087
O 21.109 11.557 4.514 0.042
C 20.177 12.177 4.052 -0.586
N 19.046 11.510 4.085 0.168
C 20.245 13.582 3.393 0.029
H 19.068 10.612 4.548 0.124
H 18.143 11.850 3.785 0.125
H 19.635 14.248 4.002 0.085
H 19.733 13.530 2.432 0.090
H 21.264 13.948 3.511 0.085
O 26.884 12.635 5.891 0.003
C 27.535 13.729 5.855 -0.510
N 28.859 13.816 5.717 0.180
C 26.788 15.065 5.965 0.001
H 29.543 13.083 5.590 0.130
H 29.256 14.741 5.804 0.118
H 25.749 15.115 6.291 0.087
H 26.771 15.580 5.004 0.088
H 27.343 15.726 6.631 0.083
O 27.812 6.156 5.409 0.051
C 28.608 5.357 4.964 -0.621
N 28.600 5.025 3.693 0.185
C 29.579 4.634 5.840 0.017
H 27.909 5.418 3.070 0.126
H 29.431 4.582 3.328 0.124
H 30.407 5.278 6.138 0.100
H 29.913 3.693 5.401 0.091
H 28.958 4.424 6.710 0.097
O 23.186 7.711 9.152 0.037
C 22.855 7.403 10.306 -0.569
N 22.370 8.260 11.154 0.198
C 22.940 5.904 10.670 0.030
H 22.076 9.170 10.829 0.136
H 22.400 8.050 12.142 0.130
H 22.104 5.429 10.157 0.097
H 22.917 5.905 11.760 0.082
H 23.857 5.439 10.308 0.089
O 22.467 5.046 2.964 0.097
C 22.318 3.859 2.786 -0.504
O 22.902 2.992 3.602 0.056
C 22.776 1.674 2.997 -0.128
C 21.537 1.775 2.152 -0.175
C 21.581 3.190 1.660 -0.079
H 22.523 0.841 3.653 0.130
H 23.702 1.435 2.475 0.133
H 20.597 1.600 2.675 0.128
H 21.494 1.143 1.265 0.128
H 20.576 3.596 1.542 0.137
H 22.202 3.263 0.768 0.140

---

56
Properties=species:S:1:pos:R:3:lowdin_charge:R:1 method="wB97M-V/def2-TZVPD" e_above_lowest_ev=0.000 energy_ha=-1973.7997 homo_lumo_gap_ev=6.67 lumo_energy_ha=0.0031 fmax_ev_per_a=3.28
C -1.737 -1.773 3.678 -0.211
C -0.447 -2.198 3.283 -0.215
C 0.414 -1.063 3.289 -0.242
H -0.138 -3.230 3.106 0.090
C -0.365 0.071 3.693 -0.243
C -1.691 -0.378 3.936 -0.205
H -2.488 0.212 4.394 0.092
H -2.601 -2.420 3.875 0.087
H 1.486 -1.057 3.104 0.091
H 0.021 1.065 3.891 0.086
Ca -1.048 -0.482 1.117 1.207
C -0.347 2.554 -2.798 -0.130
H 0.681 2.708 -2.474 0.021
H -0.601 3.475 -3.339 0.017
H -1.076 2.522 -1.983 0.007
Si 0.957 -0.185 -0.828 0.592
C 1.382 -1.410 -2.181 -0.407
C 2.113 -2.570 -1.807 -0.138
H 2.248 -2.792 -0.739 0.095
C 2.729 -3.367 -2.773 -0.104
H 3.348 -4.213 -2.462 0.098
C 2.556 -3.093 -4.137 -0.109
H 2.990 -3.761 -4.884 0.097
C 1.806 -1.984 -4.523 -0.104
H 1.700 -1.750 -5.595 0.101
C 1.185 -1.167 -3.560 -0.109
H 0.606 -0.290 -3.884 0.080
C 2.533 0.805 -0.599 -0.365
C 3.704 0.478 -1.333 -0.098
H 3.665 -0.313 -2.083 0.090
C 4.886 1.196 -1.152 -0.102
H 5.780 0.906 -1.717 0.101
C 4.913 2.298 -0.299 -0.112
H 5.842 2.854 -0.163 0.095
C 3.744 2.695 0.363 -0.111
H 3.764 3.600 0.973 0.094
C 2.560 1.965 0.226 -0.130
H 1.637 2.311 0.706 0.083
H -0.466 1.762 -3.538 0.011
H 0.128 1.029 -1.718 -0.043
C -4.037 -2.308 1.388 -0.061
O -3.273 -1.163 0.950 -0.358
C -4.067 -0.124 0.326 -0.158
C -3.825 1.232 0.979 -0.158
O -2.474 1.294 1.495 -0.380
C -2.207 2.491 2.256 -0.060
H -3.363 -3.165 1.433 0.097
H -4.844 -2.507 0.674 0.093
H -4.458 -2.103 2.387 0.100
H -3.789 -0.069 -0.739 0.137
H -5.130 -0.382 0.423 0.131
H -3.952 2.034 0.236 0.135
H -4.542 1.387 1.807 0.139
H -2.560 3.358 1.679 0.098
H -2.727 2.452 3.225 0.100
H -1.125 2.563 2.413 0.087